A cluster of 12 separate species, C22H36F5N7O29 in total. Source: the Open Molecules 2025 dataset; level of theory: ωB97M-V with the def2-TZVPD basis set.

Last column: Löwdin charge in e.
Atoms and positions in Å:
O  11.99  18.20  -22.68  0.1697
C  11.42  18.99  -23.36  -0.5624
O  10.49  18.70  -24.28  0.0841
C  9.93  19.94  -24.77  -0.0286
C  11.04  20.92  -24.46  -0.2764
F  10.58  22.14  -24.08  0.0576
O  11.63  20.34  -23.31  0.1002
H  9.67  19.90  -25.83  0.1292
H  9.03  20.16  -24.20  0.1224
H  11.77  21.10  -25.25  0.1744
O  7.72  21.00  -27.01  0.1695
C  7.23  21.83  -26.32  -0.5485
O  7.78  22.35  -25.22  0.0635
C  6.74  23.01  -24.47  -0.0404
C  5.72  23.33  -25.56  -0.2920
F  5.97  24.60  -26.07  0.0447
O  6.02  22.41  -26.56  0.1357
H  6.32  22.27  -23.79  0.1188
H  7.13  23.88  -23.97  0.1253
H  4.68  23.27  -25.25  0.1393
O  7.68  18.45  -18.86  0.1887
C  7.92  17.48  -18.23  -0.5367
O  8.24  16.28  -18.73  0.0892
C  8.26  15.32  -17.67  -0.0414
C  8.31  16.18  -16.40  -0.3086
F  9.57  16.26  -15.89  0.0682
O  7.93  17.45  -16.86  0.1191
H  7.36  14.72  -17.71  0.1386
H  9.15  14.70  -17.73  0.1429
H  7.63  15.83  -15.64  0.1657
O  7.03  26.34  -21.54  0.1771
C  8.06  25.79  -21.73  -0.5419
O  8.22  24.46  -21.79  0.0562
C  9.59  24.15  -22.07  -0.0435
C  10.28  25.50  -21.98  -0.2890
F  11.11  25.71  -23.04  0.0712
O  9.22  26.43  -22.03  0.1416
H  10.02  23.44  -21.37  0.1028
H  9.62  23.75  -23.08  0.1190
H  10.84  25.68  -21.06  0.1647
O  4.45  22.90  -21.58  0.1652
C  4.27  24.04  -21.84  -0.5453
O  4.77  24.69  -22.90  0.0498
C  4.10  25.95  -23.02  -0.0375
C  3.65  26.19  -21.59  -0.2971
F  2.44  26.81  -21.54  0.0738
O  3.52  24.88  -21.07  0.1283
H  4.77  26.73  -23.36  0.1416
H  3.25  25.86  -23.69  0.1470
H  4.37  26.75  -20.99  0.1669
C  7.55  20.80  -15.32  0.0476
N  6.55  21.70  -15.94  -0.4352
O  6.69  22.90  -15.78  0.0654
O  5.65  21.19  -16.59  0.0527
H  8.38  20.76  -16.02  0.0839
H  7.10  19.81  -15.29  0.0882
H  7.87  21.21  -14.38  0.0977
C  7.44  21.50  -20.00  0.0358
N  7.04  21.01  -21.33  -0.3938
O  7.84  21.19  -22.23  0.0522
O  5.98  20.44  -21.45  0.0537
H  8.51  21.36  -19.91  0.0739
H  6.89  21.03  -19.20  0.0796
H  7.20  22.57  -20.01  0.0948
C  3.44  19.77  -23.83  0.0526
N  2.97  20.26  -25.15  -0.4311
O  3.49  21.26  -25.59  0.0596
O  2.05  19.67  -25.68  0.0779
H  3.96  20.57  -23.32  0.0744
H  4.08  18.90  -23.98  0.1073
H  2.57  19.46  -23.26  0.0848
C  3.29  23.63  -17.98  0.0466
N  4.62  24.27  -17.82  -0.4346
O  4.77  25.02  -16.88  0.0565
O  5.43  24.11  -18.72  0.0496
H  3.10  22.98  -17.13  0.0973
H  3.33  23.04  -18.89  0.0659
H  2.58  24.45  -18.08  0.1024
C  3.93  18.95  -19.63  0.0485
N  2.67  19.74  -19.81  -0.4285
O  1.90  19.34  -20.67  0.0519
O  2.45  20.67  -19.07  0.0660
H  3.66  18.08  -19.04  0.1027
H  4.65  19.60  -19.15  0.0805
H  4.24  18.64  -20.62  0.0845
C  10.57  23.60  -16.52  0.0578
N  9.78  23.29  -17.72  -0.4133
O  9.96  23.93  -18.74  0.0693
O  8.95  22.41  -17.62  0.0484
H  9.90  23.61  -15.66  0.0994
H  11.03  24.57  -16.66  0.0995
H  11.32  22.82  -16.41  0.0968
C  13.24  20.87  -20.26  0.0724
N  11.88  21.18  -19.75  -0.4132
O  11.02  21.48  -20.55  0.0683
O  11.70  21.10  -18.54  0.0551
H  13.15  20.57  -21.30  0.0795
H  13.68  20.11  -19.63  0.0999
H  13.78  21.82  -20.21  0.1065

Output
**Relative energy (zero: lowest compared OMol25 entry of this formula, charge and spin)**: 0.0 kJ/mol
**Multiplicity**: 1
**Charge**: 0
**E_HOMO**: -10.529 eV
**LUMO**: -0.00447 Eh
**SMILES**: O=C1OC[C@@H](F)O1.O=C1OC[C@@H](F)O1.O=C1OC[C@@H](F)O1.O=C1OC[C@@H](F)O1.O=C1OC[C@@H](F)O1.C[N+](=O)[O-].C[N+](=O)[O-].C[N+](=O)[O-].C[N+](=O)[O-].C[N+](=O)[O-].C[N+](=O)[O-].C[N+](=O)[O-]
**DFT total energy**: -106776.2481 eV

An isolated molecule of C6H6. Source: the Open Molecules 2025 dataset; level of theory: ωB97M-V with the def2-TZVPD basis set.

Last column: Löwdin charge in e.
Atoms and positions in Å:
C  0.03  2.69  0.66  -0.1028
C  0.15  1.36  0.08  -0.0591
C  0.27  0.24  -0.39  -0.0310
C  0.45  -1.05  -0.92  -0.1326
C  0.04  -2.22  -0.27  -0.3212
C  -0.10  -3.09  0.68  0.1021
H  -0.70  2.69  1.48  0.0801
H  0.99  3.01  1.06  0.0812
H  -0.29  3.42  -0.09  0.0785
H  0.81  -1.14  -1.94  0.1086
H  -0.64  -2.24  -1.21  0.1773
H  -0.99  -3.68  0.87  0.0188

Output
**Relative energy (zero: lowest compared OMol25 entry of this formula, charge and spin)**: 665.1 kJ/mol
**Multiplicity**: 1
**Charge**: 0
**E_HOMO (spin up / spin down)**: -7.474 / -8.191 eV
**LUMO (spin up / spin down)**: -0.01622 / -0.01454 Eh
**DFT total energy**: -6312.3067 eV